Entry 1:
Entry from the Open Molecules 2025 dataset: a single C4H9NO molecule (ωB97M-V/def2-TZVPD).

Output
Energy above the lowest of the compared OMol25 structures with the same formula, charge and spin ... 56.1 kcal per mole
Energy ... -287.74312 a.u.
SMILES ... CC/C(C)=N\O
LUMO ... 1.016 eV

CARTESIAN COORDINATES (ANGSTROEM)
C: 1.731 0.156 0.272
C: 0.598 -0.087 -0.753
C: -0.770 -0.040 -0.106
N: -1.371 1.054 0.167
O: -0.648 2.153 -0.357
C: -1.490 -1.301 0.300
H: 1.718 1.164 0.703
H: 1.670 -0.547 1.111
H: 2.715 0.026 -0.191
H: 0.633 0.670 -1.541
H: 0.730 -1.063 -1.232
H: -0.460 2.688 0.422
H: -2.183 -1.081 1.116
H: -2.079 -1.711 -0.530
H: -0.792 -2.082 0.619

Here are the Mulliken charges for atoms 1 to 2, given in e:
1. C -1.012
2. C -0.438



Entry 2:
Entry from the Open Molecules 2025 dataset: a single C4H9NO molecule in a non-equilibrium geometry (ωB97M-V/def2-TZVPD).

Output
Energy above the lowest of the compared OMol25 structures with the same formula, charge and spin ... 94.7 kcal per mole
Energy ... -287.68149 a.u.
SMILES ... CN1C[C@H]1CO
LUMO ... 1.139 eV

CARTESIAN COORDINATES (ANGSTROEM)
C: -2.091 0.411 -0.097
N: -0.619 0.684 -0.244
C: -0.237 -0.665 -0.546
C: 0.360 0.056 0.669
C: 1.881 0.014 0.527
O: 2.315 0.085 -0.805
H: -2.488 0.017 -1.061
H: -2.348 -0.371 0.644
H: -2.595 1.337 0.118
H: -0.869 -1.497 -0.278
H: 0.174 -0.730 -1.558
H: 0.116 0.091 1.755
H: 2.134 -1.005 0.881
H: 2.427 0.709 1.176
H: 1.832 0.825 -1.194

Here are the Mulliken charges for atoms 1 to 2, given in e:
1. C -0.907
2. N -0.336



Entry 3:
Entry from the Open Molecules 2025 dataset: a single C4H9NO molecule in a non-equilibrium geometry (ωB97M-V/def2-TZVPD).

Output
Energy above the lowest of the compared OMol25 structures with the same formula, charge and spin ... 52.5 kcal per mole
Energy ... -287.74882 a.u.
SMILES ... CC1(C)O[C@@H]1N
LUMO ... 0.910 eV

CARTESIAN COORDINATES (ANGSTROEM)
C: -1.653 0.578 0.452
C: -0.279 -1.423 -0.503
C: -0.319 0.030 -0.146
N: 2.215 0.317 -0.050
C: 0.888 0.875 0.024
O: -0.085 0.930 -1.214
H: 2.252 -0.655 0.242
H: 2.873 0.818 0.540
H: 0.824 1.815 0.563
H: -2.510 -0.012 0.119
H: -1.546 0.495 1.539
H: -1.843 1.631 0.236
H: -1.189 -1.707 -1.039
H: 0.558 -1.664 -1.167
H: -0.183 -2.029 0.404

Here are the Mulliken charges for atoms 1 to 2, given in e:
1. C -1.404
2. C -1.630



Entry 4:
Entry from the Open Molecules 2025 dataset: a single C4H9NO molecule in a non-equilibrium geometry (ωB97M-V/def2-TZVPD).

Output
Energy above the lowest of the compared OMol25 structures with the same formula, charge and spin ... 133.8 kcal per mole
Energy ... -287.61919 a.u.
LUMO ... 0.829 eV

CARTESIAN COORDINATES (ANGSTROEM)
C: 1.374 0.962 -0.203
C: 0.154 0.247 0.369
C: -1.146 1.020 0.154
N: 0.057 -1.121 -0.218
C: -1.091 -1.991 0.145
O: 0.223 -2.310 0.654
H: 1.496 1.938 0.277
H: 1.267 1.138 -1.281
H: 2.290 0.387 -0.029
H: 0.296 0.062 1.435
H: -1.992 0.390 0.440
H: -1.266 1.331 -0.891
H: -1.145 1.922 0.777
H: 0.776 -1.335 -0.907
H: -1.294 -2.642 -0.722

Here are the Mulliken charges for atoms 1 to 2, given in e:
1. C -1.435
2. C 0.553



Entry 5:
Entry from the Open Molecules 2025 dataset: a single C4H9NO molecule (ωB97M-V/def2-TZVPD).

Output
Energy above the lowest of the compared OMol25 structures with the same formula, charge and spin ... 84.0 kcal per mole
Energy ... -287.69863 a.u.
LUMO ... 0.491 eV

CARTESIAN COORDINATES (ANGSTROEM)
C: -0.552 0.135 2.118
C: -0.761 0.193 0.608
C: 0.258 -0.639 -0.133
O: 1.087 -1.358 0.363
N: 0.216 -0.525 -1.596
C: 1.117 0.628 -2.146
H: 0.408 0.579 2.397
H: -1.351 0.676 2.634
H: -0.551 -0.902 2.467
H: -1.756 -0.201 0.342
H: -0.722 1.221 0.227
H: -0.726 -0.372 -1.957
H: 0.679 1.531 -1.688
H: 2.077 0.430 -1.645
H: 0.576 -1.395 -1.990

Here are the Mulliken charges for atoms 1 to 2, given in e:
1. C -1.195
2. C -0.267



Entry 6:
Entry from the Open Molecules 2025 dataset: a gas-phase ion, C4H9NO (charge +1) in a non-equilibrium geometry (ωB97M-V/def2-TZVPD).

Output
Energy above the lowest of the compared OMol25 structures with the same formula, charge and spin ... 37.6 kcal per mole
Energy ... -287.44093 a.u.
2S+1 ... 2
Net charge ... +1
LUMO (spin up / spin down) ... -4.219 / -9.957 eV

CARTESIAN COORDINATES (ANGSTROEM)
N: 0.919 0.848 -1.756
C: 0.159 -0.110 -1.137
C: -0.316 0.268 0.267
C: -1.576 -0.567 0.598
C: 0.866 -0.143 1.217
O: -0.059 -1.143 -1.746
H: 1.485 1.562 -1.316
H: 0.914 0.824 -2.780
H: -0.506 1.333 0.392
H: -2.507 -0.158 0.229
H: -1.379 -1.556 0.177
H: -1.558 -0.773 1.667
H: 0.546 0.109 2.219
H: 1.671 0.585 1.023
H: 1.341 -1.081 0.945

Here are the Mulliken charges for atoms 1 to 2, given in e:
1. N -0.075
2. C 0.405



Entry 7:
Entry from the Open Molecules 2025 dataset: 2 unconnected molecules or ions with the total composition C4H9NO2 (ωB97M-V/def2-TZVPD).

Output
Energy above the lowest of the compared OMol25 structures with the same formula, charge and spin ... 60.6 kcal per mole
Energy ... -362.98891 a.u.
SMILES ... [H]/N=C/CO.CC=O
LUMO ... 0.826 eV

CARTESIAN COORDINATES (ANGSTROEM)
C: -0.360 1.085 -1.523
C: -0.068 0.167 1.334
C: -0.865 -1.038 0.901
O: -0.532 -2.153 1.698
N: 1.174 0.192 1.069
C: 0.948 0.318 -1.500
O: 1.026 -0.852 -1.783
H: -0.301 1.975 -0.891
H: -1.180 0.436 -1.206
H: -0.554 1.391 -2.557
H: -0.587 0.933 1.928
H: -1.935 -0.849 1.016
H: -0.656 -1.252 -0.155
H: 0.405 -2.316 1.516
H: 1.647 1.031 1.403
H: 1.838 0.931 -1.251

Here are the Mulliken charges for atoms 1 to 2, given in e:
1. C -0.830
2. C -0.007



Entry 8:
Entry from the Open Molecules 2025 dataset: a molecular structure, C4H9NO2 (ωB97M-V/def2-TZVPD).

Output
Energy above the lowest of the compared OMol25 structures with the same formula, charge and spin ... 119.5 kcal per mole
Energy ... -362.89517 a.u.
LUMO ... 0.322 eV

CARTESIAN COORDINATES (ANGSTROEM)
C: 0.169 -0.867 2.044
C: 0.327 1.010 -0.098
N: -0.862 1.463 0.398
O: 0.874 -0.488 0.888
O: 1.276 1.619 -0.457
H: -0.805 2.369 0.842
H: -1.474 0.798 0.841
H: 0.633 -1.759 2.477
H: 0.198 -0.073 2.799
H: -0.888 -1.115 1.843
C: -0.271 -0.439 -1.378
C: 0.405 -0.385 -2.526
H: 1.430 -0.023 -2.538
H: -1.326 -0.709 -1.378
H: 0.335 -0.733 -0.274
H: -0.023 -0.667 -3.483

Here are the Mulliken charges for atoms 1 to 2, given in e:
1. C -0.689
2. C 0.631



Copy entry 6 word for word.
Entry from the Open Molecules 2025 dataset: a gas-phase ion, C4H9NO (charge +1) in a non-equilibrium geometry (ωB97M-V/def2-TZVPD).

Output
Energy above the lowest of the compared OMol25 structures with the same formula, charge and spin ... 37.6 kcal per mole
Energy ... -287.44093 a.u.
2S+1 ... 2
Net charge ... +1
LUMO (spin up / spin down) ... -4.219 / -9.957 eV

CARTESIAN COORDINATES (ANGSTROEM)
N: 0.919 0.848 -1.756
C: 0.159 -0.110 -1.137
C: -0.316 0.268 0.267
C: -1.576 -0.567 0.598
C: 0.866 -0.143 1.217
O: -0.059 -1.143 -1.746
H: 1.485 1.562 -1.316
H: 0.914 0.824 -2.780
H: -0.506 1.333 0.392
H: -2.507 -0.158 0.229
H: -1.379 -1.556 0.177
H: -1.558 -0.773 1.667
H: 0.546 0.109 2.219
H: 1.671 0.585 1.023
H: 1.341 -1.081 0.945

Here are the Mulliken charges for atoms 1 to 2, given in e:
1. N -0.075
2. C 0.405